# 1
DFT (ωB97M-V/def2-TZVPD) results for a 2-piece molecular cluster, C7H15NO overall at a distorted geometry.

Values from the calculation:
HOMO level (eV): -8.9
Energy (hartree): -405.626636
M (u): 129.203
SMILES: C=C(C)C(C)(C)N.C=O
Spin multiplicity: 1

Cartesian coordinates (Å):
C  0.068  -0.457  0.543
C  0.648  0.518  -0.503
C  -2.310  -0.388  0.656
C  -0.243  -0.070  1.814
C  0.353  -1.923  0.311
C  -0.008  0.291  -1.872
C  0.464  1.988  -0.106
N  2.095  0.325  -0.684
O  -2.578  -1.092  1.648
H  2.296  -0.585  -1.081
H  2.577  0.389  0.206
H  -2.398  0.708  0.689
H  -2.346  -0.774  -0.379
H  -0.321  -0.779  2.621
H  -0.370  0.965  2.087
H  -0.121  -2.529  1.083
H  1.422  -2.144  0.336
H  -0.040  -2.252  -0.652
H  0.106  -0.740  -2.203
H  1.009  2.218  0.808
H  0.473  0.933  -2.610
H  -1.068  0.542  -1.847
H  -0.585  2.240  0.030
H  0.875  2.614  -0.894

# 2
DFT (ωB97M-V/def2-TZVPD) results for a 2-piece molecular cluster, C5H6ClF overall at a distorted geometry.

Values from the calculation:
HOMO level (spin up / spin down) (eV): -9.5 / -8.7
Energy (hartree): -753.943455
M (u): 120.554
Spin multiplicity: 1

Cartesian coordinates (Å):
C  2.117  0.796  0.586
C  1.563  1.842  0.115
C  -1.042  -0.875  -0.964
C  -1.775  -0.848  0.387
C  -0.375  -1.242  0.283
F  0.140  -2.438  0.582
Cl  2.399  3.448  -0.038
H  3.024  0.427  0.994
H  0.558  1.947  -0.252
H  -1.271  -1.650  -1.684
H  -0.811  0.078  -1.415
H  -2.012  0.121  0.800
H  -2.515  -1.608  0.606

# 3
DFT (ωB97M-V/def2-TZVPD) results for one molecule with the formula CH5ClNP at a distorted geometry.

Values from the calculation:
HOMO level (eV): -8.9
Energy (hartree): -897.414099
M (u): 97.485
SMILES: CP(N)Cl
Spin multiplicity: 1

Cartesian coordinates (Å):
C  0.958  -0.169  -0.328
N  -1.473  -0.095  0.389
P  -0.607  -0.869  -1.003
Cl  -0.561  -2.910  -0.298
H  1.868  -0.496  -0.800
H  0.896  -0.464  0.712
H  0.927  0.911  -0.373
H  -1.607  0.971  0.251
H  -2.415  -0.326  0.715

# 4
DFT (ωB97M-V/def2-TZVPD) results for one molecule with the formula C2H3BrFN at a distorted geometry.

Values from the calculation:
HOMO level (eV): -10.2
Energy (hartree): -2806.579527
M (u): 139.955
SMILES: F[C@@]1(Br)CN1
Spin multiplicity: 1

Cartesian coordinates (Å):
C  -0.204  0.391  0.095
C  -0.619  0.387  -1.318
N  -0.238  -0.781  -0.767
F  -1.962  0.391  -1.836
Br  0.477  1.245  -2.644
H  0.665  0.817  0.405
H  -1.001  0.214  0.777
H  0.594  -1.301  -0.919

# 5
DFT (ωB97M-V/def2-TZVPD) results for one molecule with the formula C3H6N4S at a distorted geometry.

Values from the calculation:
HOMO level (eV): -9.4
Energy (hartree): -735.081120
M (u): 130.176
SMILES: [H]/N=C(/N)C(=S)/C(N)=N\[H]
Spin multiplicity: 1

Cartesian coordinates (Å):
C  -1.372  -0.326  0.146
C  0.004  0.214  -0.085
C  1.184  -0.760  -0.111
H  -3.400  -0.144  -0.086
H  -2.438  1.162  -0.927
H  -0.848  -1.708  1.310
H  3.253  -0.663  0.092
H  2.389  0.758  0.819
H  0.135  -1.760  -1.241
N  -2.441  0.191  -0.520
N  -1.631  -1.254  0.964
N  2.369  -0.228  0.410
N  1.113  -1.854  -0.798
S  0.384  1.850  -0.003

# 6
DFT (ωB97M-V/def2-TZVPD) results for C18H38B2O6S2Sn2 as an isolated structure at a distorted geometry.

Values from the calculation:
HOMO level (eV): -13.3
Energy (hartree): -2433.793998
Net charge: +2
M (u): 673.676
Spin multiplicity: 1

Cartesian coordinates (Å):
Sn  -2.591  1.504  -3.231
Sn  -3.908  -1.228  0.621
B  -1.602  0.321  -0.655
H  -0.926  -0.343  -0.029
H  -2.191  -0.298  -1.417
H  -2.374  0.893  -0.030
H  -0.963  1.064  -1.252
B  -4.659  -0.454  -2.080
H  -5.629  -0.930  -1.727
H  -4.909  0.096  -3.056
H  -4.240  0.216  -1.244
H  -3.852  -1.221  -2.308
C  -0.493  -5.225  -2.653
S  -1.037  -4.017  -3.923
O  -2.100  -4.772  -4.624
C  -1.879  -2.702  -2.938
H  -0.368  -6.224  -3.065
H  -1.266  -5.347  -1.891
H  0.406  -4.892  -2.134
H  -2.001  -2.845  -1.862
H  -2.897  -2.737  -3.323
H  -1.301  -1.802  -3.154
C  -0.532  -1.240  5.401
S  -0.972  -2.011  3.772
O  -2.279  -1.470  3.206
C  0.175  -0.900  2.878
H  -0.786  -0.181  5.365
H  0.544  -1.256  5.571
H  -1.074  -1.774  6.178
H  1.061  -0.533  3.397
H  -0.382  -0.102  2.400
H  0.719  -1.480  2.126
C  4.386  3.596  -1.066
C  4.486  3.079  0.230
C  3.463  2.359  0.794
C  2.381  1.978  0.012
C  2.303  2.394  -1.308
C  3.266  3.287  -1.816
H  5.101  4.319  -1.432
H  5.385  3.288  0.794
H  3.524  1.950  1.794
H  1.667  1.225  0.324
H  1.446  2.048  -1.874
H  3.143  3.779  -2.772
O  2.101  -3.518  0.173
C  2.186  -2.769  -0.756
O  2.014  -3.162  -2.054
C  1.976  -1.984  -2.900
C  2.880  -1.005  -2.201
C  2.524  -1.284  -0.722
H  0.963  -1.586  -2.999
H  2.373  -2.057  -3.912
H  2.613  -0.009  -2.549
H  3.948  -1.198  -2.284
H  1.649  -0.712  -0.407
H  3.287  -1.038  0.014
O  -2.224  5.619  3.097
C  -1.736  4.551  2.861
O  -1.168  4.331  1.646
C  -0.564  3.054  1.543
C  -1.027  2.305  2.823
C  -1.736  3.313  3.762
H  0.524  3.102  1.559
H  -0.902  2.494  0.674
H  -0.176  1.804  3.278
H  -1.801  1.544  2.694
H  -1.170  3.646  4.631
H  -2.776  3.145  4.029

# 7
DFT (ωB97M-V/def2-TZVPD) results for one molecule with the formula C7H4N2S3 at a distorted geometry.

Values from the calculation:
HOMO level (eV): -8.4
Energy (hartree): -1573.152927
M (u): 212.324
SMILES: S=c1ssnc1-c1ccccn1
Spin multiplicity: 1

Cartesian coordinates (Å):
C  -2.346  0.974  -0.175
C  -1.521  -0.402  -0.130
C  -0.057  -0.232  -0.108
C  0.511  0.574  0.813
C  1.864  0.641  0.842
C  2.496  -0.174  -0.089
C  1.907  -1.033  -0.993
H  -0.227  1.239  1.395
H  2.463  1.322  1.650
H  3.602  -0.312  0.102
H  2.395  -1.663  -1.662
N  -2.216  -1.486  0.076
N  0.564  -1.104  -0.992
S  -1.562  2.442  -0.639
S  -4.047  0.644  -0.119
S  -3.827  -1.431  0.029

# 8
DFT (ωB97M-V/def2-TZVPD) results for a 8-piece molecular cluster, C33H76F3NO24S9 overall at a distorted geometry.

Values from the calculation:
HOMO level (eV): -8.2
Energy (hartree): -7046.654485
M (u): 1216.551
SMILES: CCN(CC)C(=S)SCCCOC(=O)OCCC(F)(F)F.CCOS(C)(=O)=O.CCOS(C)(=O)=O.CCOS(C)(=O)=O.CCOS(C)(=O)=O.CCOS(C)(=O)=O.CCOS(C)(=O)=O.CCOS(C)(=O)=O
Spin multiplicity: 1

Cartesian coordinates (Å):
C  -4.873  4.602  -5.198
C  -4.688  5.339  -3.801
N  -5.277  4.588  -2.681
C  -6.751  4.511  -2.760
C  -7.201  2.992  -2.688
C  -4.809  5.111  -1.412
S  -4.921  6.747  -1.118
S  -4.065  4.114  -0.099
C  -5.052  2.604  0.231
C  -4.739  1.413  -0.771
C  -3.295  0.869  -0.465
O  -3.391  -0.108  0.603
C  -2.244  -0.838  0.727
O  -2.295  -1.945  1.191
O  -1.076  -0.240  0.335
C  -0.015  -0.509  1.276
C  1.285  0.079  0.603
C  1.838  1.298  1.377
F  2.960  1.753  0.737
F  2.194  1.010  2.658
F  0.968  2.328  1.369
H  -3.911  4.150  -5.538
H  -5.686  3.844  -5.133
H  -5.159  5.384  -5.944
H  -3.592  5.482  -3.639
H  -5.104  6.369  -3.929
H  -7.128  4.907  -3.733
H  -7.274  5.083  -1.956
H  -6.990  2.620  -1.658
H  -8.280  2.879  -2.946
H  -6.569  2.459  -3.440
H  -4.716  2.235  1.234
H  -6.146  2.794  0.332
H  -4.803  1.796  -1.809
H  -5.456  0.584  -0.559
H  -2.602  1.704  -0.234
H  -2.970  0.311  -1.379
H  0.148  -1.605  1.396
H  -0.205  -0.044  2.273
H  1.044  0.359  -0.447
H  2.102  -0.700  0.525
O  3.197  -2.035  1.865
S  4.600  -1.944  2.177
O  5.601  -2.465  1.290
O  4.841  -2.541  3.648
C  4.351  -3.857  3.942
C  5.254  -4.938  3.379
C  5.004  -0.270  2.550
H  3.325  -3.972  3.584
H  4.324  -3.939  5.028
H  5.225  -4.945  2.289
H  4.940  -5.921  3.732
H  6.290  -4.768  3.674
H  4.284  0.111  3.266
H  4.950  0.296  1.623
H  6.014  -0.232  2.954
O  -9.587  2.232  -5.123
S  -9.355  2.265  -6.540
O  -9.019  3.481  -7.222
O  -10.597  1.574  -7.288
C  -11.917  2.053  -6.996
C  -12.221  3.349  -7.724
C  -8.149  1.040  -6.947
H  -12.055  2.163  -5.918
H  -12.608  1.279  -7.332
H  -11.612  4.168  -7.339
H  -13.270  3.620  -7.599
H  -12.001  3.254  -8.788
H  -8.434  0.099  -6.482
H  -7.190  1.377  -6.559
H  -8.101  0.941  -8.030
O  7.609  -6.235  -2.505
S  7.508  -6.063  -1.083
O  8.672  -5.871  -0.267
O  6.643  -7.273  -0.473
C  7.039  -8.618  -0.786
C  8.222  -9.063  0.052
C  6.352  -4.773  -0.737
H  7.249  -8.720  -1.853
H  6.184  -9.254  -0.564
H  9.124  -8.511  -0.217
H  8.418  -10.126  -0.098
H  8.036  -8.881  1.111
H  5.444  -4.953  -1.308
H  6.804  -3.830  -1.037
H  6.145  -4.763  0.329
O  3.901  -11.565  -2.946
S  3.793  -11.407  -1.525
O  4.953  -11.214  -0.701
O  2.930  -12.623  -0.928
C  3.332  -13.962  -1.249
C  4.514  -14.412  -0.411
C  2.631  -10.124  -1.175
H  3.547  -14.052  -2.316
H  2.475  -14.601  -1.037
H  5.415  -13.855  -0.671
H  4.714  -15.473  -0.570
H  4.323  -14.241  0.649
H  1.727  -10.302  -1.752
H  3.084  -9.178  -1.467
H  2.419  -10.123  -0.108
O  -1.022  7.539  1.273
S  0.370  7.694  1.584
O  1.394  7.213  0.704
O  0.640  7.114  3.059
C  0.209  5.777  3.349
C  1.163  4.742  2.785
C  0.693  9.391  1.956
H  -0.809  5.614  2.987
H  0.183  5.690  4.436
H  1.138  4.738  1.696
H  0.896  3.747  3.133
H  2.191  4.961  3.084
H  -0.047  9.740  2.673
H  0.613  9.954  1.028
H  1.699  9.477  2.361
O  -5.920  4.519  4.115
S  -4.560  4.326  4.529
O  -3.648  3.519  3.768
O  -4.545  3.823  6.056
C  -5.335  2.677  6.399
C  -4.661  1.383  5.984
C  -3.816  5.903  4.809
H  -6.335  2.758  5.968
H  -5.448  2.694  7.483
H  -4.621  1.291  4.898
H  -5.207  0.524  6.377
H  -3.633  1.348  6.349
H  -4.477  6.496  5.438
H  -3.686  6.384  3.841
H  -2.851  5.757  5.288
O  7.439  4.828  2.392
S  7.192  3.490  1.938
O  7.673  2.350  2.665
O  7.663  3.364  0.408
C  8.999  3.763  0.074
C  10.016  2.704  0.456
C  5.462  3.287  1.650
H  9.238  4.725  0.533
H  9.018  3.908  -1.006
H  10.092  2.606  1.540
H  11.003  2.965  0.070
H  9.725  1.729  0.062
H  5.105  4.117  1.045
H  4.960  3.283  2.617
H  5.301  2.340  1.143

Which of these has the highest energy?
C7H15NO